1.
C5H9ClO2 in the gas phase at a distorted geometry. Source: the Open Molecules 2025 dataset; level of theory: the ωB97M-V functional and the def2-TZVPD basis.

The geometry in XYZ format:
```
17
Properties=species:S:1:pos:R:3:mulliken_charge:R:1
C -0.127 1.118 0.177 0.120
C -1.236 0.504 1.021 -0.646
C -0.703 -1.179 -0.510 -0.647
C 0.428 -0.112 -0.628 -0.028
C 1.684 -0.774 0.063 -0.796
H -1.303 1.676 -1.153 0.375
H 0.674 1.554 0.834 0.353
H -2.103 1.105 1.177 0.298
H -0.838 0.075 1.924 0.334
H -0.310 -2.080 -0.040 0.387
H -1.104 -1.464 -1.483 0.282
H 0.851 0.249 -1.597 0.393
H 1.930 -1.562 -0.623 0.405
H 1.484 -1.108 1.079 0.372
O -0.629 2.126 -0.620 -0.582
O -1.710 -0.582 0.222 -0.414
Cl 3.012 0.454 0.155 -0.207
```

Its charge is 0. The SMILES is O[C@H]1COC[C@@H]1CCl. The calculation puts the LUMO energy at 0.83 eV. For the HOMO energy, the calculation gives -9.87 eV. Its calculated total energy is -806.5560 a.u.


2.
2 unconnected molecules or ions with the total composition C4H12NO2 at a distorted geometry. Source: the Open Molecules 2025 dataset; level of theory: the ωB97M-V functional and the def2-TZVPD basis.

The geometry in XYZ format:
```
19
Properties=species:S:1:pos:R:3:mulliken_charge:R:1
C -2.251 0.404 -1.154 -0.922
N -1.027 0.186 -0.437 0.032
C 0.045 1.056 -0.948 -1.276
C -0.424 -1.195 -0.630 -0.609
C 0.545 -1.577 0.564 -0.553
O 1.625 -0.872 0.755 -0.871
H -2.909 -0.467 -1.042 0.330
H -2.190 0.950 -2.081 0.263
H -2.996 1.025 -0.574 0.269
H 1.100 0.551 -0.766 0.340
H -0.026 1.994 -0.442 0.348
H -0.014 1.254 -2.015 0.457
H -1.356 -1.760 -0.489 0.421
H 0.028 -1.221 -1.647 0.339
H 0.716 -2.682 0.316 0.296
H -0.179 -1.491 1.524 0.146
H 0.651 1.808 1.864 0.276
H 1.519 0.660 1.496 0.438
O 1.587 1.607 1.784 -0.727
```

Its charge is -1. The calculation puts the LUMO energy at 3.88 eV. For the HOMO energy, the calculation gives -3.17 eV. Its calculated total energy is -364.7871 a.u.


3.
A molecular structure, C9H17NOPRe at a distorted geometry. Source: the Open Molecules 2025 dataset; level of theory: the ωB97M-V functional and the def2-TZVPD basis.

The geometry in XYZ format:
```
30
Properties=species:S:1:pos:R:3:mulliken_charge:R:1
C -1.290 -2.653 0.574 -0.443
C -1.488 -3.455 -0.739 -0.380
C -2.337 -2.818 -1.664 -0.449
C -2.964 -1.714 -1.027 -0.496
C -2.297 -1.380 0.264 -0.481
Re -0.169 -0.779 1.299 0.647
P 0.927 -1.905 2.907 -0.080
H -1.567 -3.292 1.425 0.354
H -0.888 -4.341 -0.912 0.424
H -2.496 -3.103 -2.709 0.410
H -2.919 -1.039 1.101 0.424
H -3.765 -1.141 -1.494 0.447
H 2.354 -1.982 2.682 0.108
H 0.678 -3.312 3.084 0.115
H 0.964 -1.458 4.285 0.092
C 1.484 3.681 -0.941 -0.929
N 1.609 2.272 -0.576 0.072
C 2.947 1.775 -0.248 -0.736
C 0.563 1.458 -0.436 0.704
C -0.831 1.861 -0.764 -0.994
O 0.799 0.270 0.051 -0.686
H 2.489 4.110 -0.957 0.271
H 0.889 4.253 -0.213 0.379
H 1.038 3.819 -1.936 0.367
H 2.979 1.404 0.784 0.302
H 3.234 0.973 -0.938 0.295
H 3.637 2.611 -0.357 0.289
H -1.256 1.191 -1.527 0.275
H -1.466 1.806 0.133 0.322
H -0.857 2.884 -1.151 0.379
```

As for the expectation value of S²: 3.81. Its charge is +1. The calculation puts the LUMO energy (alpha / beta) at -4.15 / -3.75 eV. For the HOMO energy (alpha / beta), the calculation gives -10.29 / -10.74 eV. Its calculated total energy is -902.2897 a.u. As for the multiplicity: 4.


4.
A molecular structure, C32H48BF7IrN6O5P2S3. Source: the Open Molecules 2025 dataset; level of theory: the ωB97M-V functional and the def2-TZVPD basis.

The geometry in XYZ format:
```
105
Properties=species:S:1:pos:R:3:mulliken_charge:R:1
Ir -0.332 -0.372 0.146 0.551
F 2.822 1.597 4.650 -0.190
C 1.529 1.621 4.962 0.335
F 1.059 2.858 4.699 -0.223
F 1.435 1.457 6.294 -0.313
C 0.733 0.558 4.238 0.504
C 0.183 -0.478 4.965 -0.465
C -0.540 -1.448 4.300 -1.153
C -0.682 -1.360 2.932 -0.563
N -0.152 -0.367 2.203 0.434
C 0.549 0.613 2.846 0.300
S 1.207 1.934 1.946 0.007
H 0.327 -0.520 6.035 0.534
H -0.991 -2.279 4.823 0.543
H -1.223 -2.107 2.372 0.772
F 4.068 -0.678 -0.299 -0.299
B 3.305 0.155 0.478 0.446
F 1.860 -0.143 0.091 -0.283
F 3.491 1.491 0.180 -0.356
F 3.386 -0.125 1.827 -0.307
C -5.319 -3.085 0.313 -1.153
C -5.750 -1.873 -0.490 0.419
C -5.343 -1.951 -1.948 -0.913
O -5.290 -0.656 0.174 -0.317
P -3.983 0.216 -0.064 0.584
S -3.944 1.251 -1.711 -0.738
S -2.494 -1.181 0.221 -0.146
O -4.023 1.234 1.158 -0.385
C -4.606 1.090 2.483 0.437
C -4.180 -0.182 3.186 -0.477
C -6.112 1.261 2.414 -1.454
H -5.900 -3.950 -0.012 0.522
H -5.511 -2.929 1.375 0.221
H -4.261 -3.305 0.178 0.158
H -6.835 -1.773 -0.428 0.370
H -4.257 -2.001 -2.045 -0.188
H -5.704 -1.091 -2.508 0.315
H -5.767 -2.860 -2.377 0.551
H -4.181 1.945 3.012 0.422
H -4.527 -1.065 2.653 -0.055
H -4.612 -0.189 4.188 0.573
H -3.097 -0.236 3.276 -0.096
H -6.595 0.363 2.033 0.182
H -6.368 2.100 1.768 0.347
H -6.493 1.466 3.416 0.496
O -0.518 -0.125 -1.896 2.014
P -0.183 -0.124 -3.361 -2.598
N -0.259 -1.659 -3.926 0.838
C 0.679 -2.249 -4.885 -0.118
C 0.312 -3.739 -4.886 -0.659
C -1.136 -3.767 -4.396 -0.742
C -1.144 -2.670 -3.341 1.022
N -1.281 0.717 -4.250 0.727
C -2.536 0.120 -4.734 0.433
C -3.362 1.317 -5.242 -0.753
C -2.399 2.508 -5.222 -0.770
C -1.448 2.162 -4.085 -0.347
N 1.204 0.657 -3.707 0.559
C 1.592 1.032 -5.069 -0.793
C 3.062 0.635 -5.132 -0.699
C 3.577 0.985 -3.732 -0.826
C 2.363 0.824 -2.800 0.834
H 1.708 -2.097 -4.557 -0.053
H 0.557 -1.806 -5.879 0.438
H 0.950 -4.273 -4.178 0.123
H 0.443 -4.193 -5.867 0.464
H -1.430 -4.735 -3.991 0.419
H -1.821 -3.510 -5.207 0.279
H -0.749 -3.044 -2.392 -0.394
H -2.136 -2.262 -3.139 -0.640
H -3.076 -0.390 -3.931 -0.588
H -2.319 -0.604 -5.520 0.296
H -4.201 1.498 -4.570 0.283
H -3.770 1.132 -6.236 0.417
H -2.904 3.461 -5.071 0.401
H -1.839 2.564 -6.158 0.307
H -1.898 2.406 -3.118 0.020
H -0.483 2.667 -4.158 0.318
H 1.486 2.115 -5.207 0.528
H 0.964 0.541 -5.812 0.341
H 3.598 1.156 -5.925 0.461
H 3.144 -0.438 -5.317 0.195
H 3.938 2.014 -3.712 0.375
H 4.398 0.346 -3.415 0.409
H 2.230 1.714 -2.179 0.225
H 2.456 -0.031 -2.150 -1.053
O 1.770 -2.036 -1.885 -0.558
C 1.282 -2.725 -1.026 -1.200
N 0.318 -2.358 -0.074 0.580
C -0.156 -3.512 0.522 0.334
O -1.094 -3.615 1.293 -0.703
C 0.644 -4.676 0.032 -0.323
C 0.582 -6.016 0.352 -0.403
C 1.477 -6.862 -0.297 -0.557
C 2.387 -6.369 -1.231 -0.741
C 2.427 -5.014 -1.551 -0.227
C 1.538 -4.191 -0.892 0.729
H -0.133 -6.386 1.076 0.546
H 1.472 -7.921 -0.076 0.414
H 3.071 -7.055 -1.713 0.437
H 3.127 -4.615 -2.273 0.573
N -1.035 1.619 -0.013 -0.640
H -1.873 1.612 -0.605 -0.622
H -0.334 2.166 -0.506 0.365
H -1.243 2.109 0.849 0.350
```

As for the expectation value of S²: 0.76. Its charge is 0. The calculation puts the LUMO energy (alpha / beta) at -0.05 / -2.86 eV. For the HOMO energy (alpha / beta), the calculation gives -8.21 / -8.21 eV. Its calculated total energy is -4658.9490 a.u. As for the multiplicity: 2.


The records above yield energy relative to the best compared isomer or geometry (same formula, charge and spin) values of 125.4 179.6 14.1 116.0 kJ/mol, respectively.